# 1
Entry from the Open Molecules 2025 dataset: one molecule with the formula C4H6O2 (the ωB97M-V functional and the def2-TZVPD basis).

For the orbital gap, the calculation gives 9.71 eV. The calculation puts the total energy at -306.4639 hartree. Its molar mass is 86.09 g/mol. The calculation puts the energy relative to the best compared isomer or geometry (same formula, charge and spin) at 111.2 kJ/mol. As for the SMILES: O[C@H]1CC=CO1.

Last column: natural (NBO) charge in e.
CARTESIAN COORDINATES (ANGSTROEM)
O  1.754  1.156  0.488  -0.69
O  -0.563  1.104  0.649  -0.51
C  0.440  -0.702  -0.518  -0.48
C  -1.030  -0.925  -0.272  -0.32
C  -1.481  0.120  0.415  0.14
C  0.589  0.790  -0.159  0.38
H  1.059  -1.317  0.154  0.21
H  0.767  -0.893  -1.544  0.22
H  -1.596  -1.815  -0.517  0.23
H  0.538  1.430  -1.046  0.16
H  1.782  0.704  1.343  0.47
H  -2.460  0.311  0.837  0.20

***

# 2
Entry from the Open Molecules 2025 dataset: C4H6O2 as an isolated structure (the ωB97M-V functional and the def2-TZVPD basis).

For the orbital gap, the calculation gives 8.81 eV. The calculation puts the total energy at -306.3233 hartree. Its molar mass is 86.09 g/mol. The calculation puts the energy relative to the best compared isomer or geometry (same formula, charge and spin) at 480.6 kJ/mol.

Last column: natural (NBO) charge in e.
CARTESIAN COORDINATES (ANGSTROEM)
O  -0.486  0.798  -1.633  -0.71
O  0.770  -0.868  -0.567  -0.51
C  -0.490  -1.173  0.237  -0.07
C  -0.327  0.094  1.025  -0.46
C  -0.097  1.262  -0.479  0.22
C  0.875  0.392  0.213  0.00
H  1.865  0.696  0.531  0.20
H  -0.245  0.040  2.116  0.22
H  -0.395  -2.144  0.733  0.20
H  -1.315  -1.190  -0.488  0.20
H  0.247  -0.309  -1.495  0.50
H  -0.266  2.300  -0.192  0.20

***

# 3
Entry from the Open Molecules 2025 dataset: one molecule with the formula C4H6O2 (the ωB97M-V functional and the def2-TZVPD basis).

For the orbital gap, the calculation gives 10.44 eV. The calculation puts the total energy at -306.3981 hartree. Its molar mass is 86.09 g/mol. The calculation puts the energy relative to the best compared isomer or geometry (same formula, charge and spin) at 284.0 kJ/mol. As for the SMILES: C1O[C@H]2C[C@H]2O1.

Last column: natural (NBO) charge in e.
CARTESIAN COORDINATES (ANGSTROEM)
O  -0.821  -0.469  1.119  -0.53
O  -0.698  0.942  -0.710  -0.52
C  1.364  0.275  0.280  -0.48
C  0.437  0.104  -0.862  0.01
C  -1.579  0.204  0.063  0.23
C  0.393  -0.818  0.490  0.09
H  -2.000  -0.623  -0.526  0.14
H  2.353  -0.097  0.051  0.21
H  0.758  -1.847  0.686  0.21
H  -2.339  0.898  0.463  0.18
H  1.281  1.188  0.839  0.23
H  0.851  0.244  -1.892  0.22

***

- total energy of number 2 (C4H6O2)?
  -306.3233 hartree